{
  "formula": "C10H14NOP",
  "method": "ωB97M-V with the def2-TZVPD basis set",
  "homo_lumo_gap_ha": 0.3396,
  "homo_energy_ev": -8.9,
  "relative_energy_ev": 2.289,
  "smiles": "CC(C)(C)N(P=O)c1ccccc1",
  "max_force_ev_per_a": 4.22,
  "species": ["H", "P", "N", "H", "H", "H", "H", "H", "C", "C", "H", "H", "O", "C", "C", "C", "C", "C", "H", "H", "H", "C", "C", "H", "H", "H", "C"],
  "coordinates": [[-1.785, -1.828, -1.581], [-0.536, 1.126, -2.569], [-0.253, 0.472, -1.007], [1.938, 2.152, 1.041], [0.145, 1.943, 1.118], [1.918, 1.673, -2.150], [2.306, -0.087, -1.912], [-1.413, 1.537, 1.287], [-1.433, -0.030, -0.315], [-3.645, -1.061, 1.056], [-3.129, 0.406, 2.650], [1.113, -1.320, -0.064], [-1.884, 0.783, -2.992], [-3.192, -1.632, -0.170], [2.162, 0.830, -1.451], [1.418, -0.470, 0.563], [-2.972, -0.015, 1.588], [1.036, 2.004, 0.352], [0.755, -0.517, 1.493], [2.401, -0.397, 0.822], [-3.651, -2.508, -0.558], [1.090, 0.683, -0.350], [-1.895, 0.577, 0.882], [0.663, 2.838, -0.342], [3.065, 1.324, -0.921], [-4.339, -1.491, 1.714], [-2.044, -1.228, -0.771]],
  "mulliken_charge": [0.43, 0.09, 0.48, 0.42, 0.12, 0.49, 0.53, 0.25, 0.14, -0.48, 0.25, 0.39, -0.51, -0.66, -1.82, -1.77, -0.47, -1.18, 0.27, 0.59, 0.38, 1.24, -0.08, 0.30, 0.37, 0.39, -0.14]
}

{
  "formula": "C14H33N2O7Zr",
  "method": "ωB97M-V with the def2-TZVPD basis set",
  "homo_lumo_gap_ha": 0.1722,
  "charge": 1,
  "homo_energy_ev": -11.4,
  "relative_energy_ev": 3.040,
  "max_force_ev_per_a": 10.75,
  "species": ["H", "C", "O", "H", "O", "C", "O", "H", "C", "O", "C", "H", "O", "C", "H", "O", "H", "H", "H", "Zr", "H", "H", "H", "H", "H", "H", "C", "H", "H", "C", "C", "H", "H", "H", "H", "H", "N", "O", "C", "H", "C", "N", "H", "H", "C", "H", "C", "H", "H", "H", "H", "H", "C", "C", "H", "H", "H"],
  "coordinates": [[1.399, -0.947, -2.934], [0.541, -2.049, 3.743], [2.672, 1.387, -1.915], [-4.431, -0.023, -4.848], [3.987, 2.640, -2.757], [-3.888, -0.954, -4.690], [-0.232, -1.803, -5.000], [1.259, -2.552, 4.393], [-0.713, -1.348, -1.078], [1.551, -0.715, -0.187], [-1.639, -2.007, -4.877], [-0.211, -3.157, -6.480], [0.542, -0.672, 4.034], [1.377, -1.867, -2.344], [-1.911, -2.741, -4.111], [0.741, 2.611, 6.299], [0.623, 1.952, 2.666], [-0.292, -0.176, 2.306], [0.035, 4.030, 3.341], [2.594, 1.186, 0.252], [-0.939, -1.114, -0.037], [2.017, 2.226, 7.778], [-2.416, -0.080, -6.592], [-4.288, -1.475, -3.820], [1.721, 3.863, 7.629], [-1.371, 1.987, 3.536], [0.796, -1.577, -0.994], [-2.110, -2.491, -5.738], [-4.089, -1.575, -5.565], [-0.551, -0.064, 3.363], [-2.372, -0.684, -4.640], [0.547, 4.655, 5.906], [-2.125, -0.256, -3.668], [-0.367, -2.630, 3.910], [-0.693, 1.379, 5.063], [-1.191, -2.251, -1.453], [0.711, 2.025, 3.673], [4.299, 1.139, -1.114], [-0.590, 1.362, 3.979], [2.399, -2.238, -2.436], [0.269, 3.690, 5.482], [-2.047, 0.282, -5.720], [0.366, 2.908, 8.319], [-0.820, 3.594, 5.507], [0.684, 3.477, 4.026], [0.685, -3.780, -5.048], [3.923, 1.484, -2.290], [0.865, -2.577, -0.552], [1.676, 3.916, 3.909], [0.959, -2.114, 2.734], [-0.999, -0.562, -1.779], [-1.534, -0.459, 3.629], [1.186, 2.910, 7.603], [0.415, -2.894, -5.624], [0.774, -2.587, -2.893], [-1.050, 0.106, -5.793], [1.255, -2.387, -6.102]],
  "mulliken_charge": [0.27, -0.68, -0.60, 0.41, -0.45, -1.54, -0.34, 0.26, -1.03, -0.57, -0.75, 0.41, -0.28, -1.41, 0.30, -0.32, 0.06, -0.21, 0.40, 1.96, 0.23, 0.27, 0.30, 0.37, 0.35, 0.44, 0.91, 0.53, 0.37, 0.00, 0.72, 0.55, 0.01, 0.33, 0.42, 0.39, -0.23, -0.70, -0.75, 0.41, -0.76, -0.78, 0.29, 0.29, -0.56, 0.32, 1.03, 0.06, 0.34, 0.17, 0.16, 0.46, -0.82, -0.89, 0.30, 0.30, 0.28]
}